Entry 1:
A 2-piece molecular cluster, C4H12N3O overall. Source: the Open Molecules 2025 dataset; level of theory: the ωB97M-V functional and the def2-TZVPD basis.

```
20
Properties=species:S:1:pos:R:3:forces:R:3
C 1.3767 -2.8812 -0.5061 0.60 2.76 2.25
C 0.2603 2.5107 0.1897 -1.87 1.78 1.58
C 1.2794 -0.6196 -1.0767 -0.91 1.91 -3.68
C -2.3821 -1.1353 0.4345 -0.87 -0.07 -1.65
N 1.5651 -1.6416 -0.1568 0.55 -2.47 3.85
N 0.4472 0.3112 -0.3409 1.25 -0.82 -1.38
N 0.8777 1.5356 -0.5838 -0.97 -0.01 0.13
O -3.1843 -0.1672 0.8546 -2.39 3.01 -1.30
H 1.3935 -3.6282 0.2483 0.26 -0.78 0.25
H 1.1821 -3.0006 -1.5250 -0.47 -0.76 -1.32
H -0.2570 3.3640 -0.3289 0.55 -1.01 -0.06
H -0.5073 1.9024 0.7084 0.29 1.03 0.28
H 0.9745 2.9819 0.8804 -0.25 -0.23 0.09
H 0.7979 -1.0707 -2.1428 0.90 0.93 3.05
H 2.1943 -0.1161 -1.4721 -0.21 -0.54 0.60
H -2.2852 -1.4565 -0.5741 -0.33 0.09 -0.77
H -1.6713 -1.4305 1.1068 1.51 -0.62 1.81
H 1.7568 -1.2965 1.0022 -0.85 -1.34 -4.51
H 1.6100 1.8360 -1.1671 1.19 -0.39 -1.11
H -3.7253 0.4173 0.1597 2.03 -2.45 1.90
```
Positions in Å, forces in eV/Å.

Properties
gap between HOMO and LUMO (spin up / spin down): 6.328 / 4.496 eV
ΔE to the lowest compared entry with this formula, charge and spin: 189.5 kcal/mol
charge: +1
electronic energy: -10846.8772 eV

Entry 2:
One molecule with the formula C4H9NO. Source: the Open Molecules 2025 dataset; level of theory: the ωB97M-V functional and the def2-TZVPD basis.

```
15
Properties=species:S:1:pos:R:3:forces:R:3
C 1.6542 0.2854 1.1943 0.13 -0.09 0.13
N 0.7188 0.0253 0.1035 0.11 0.24 -0.12
C -0.2890 1.0628 0.0698 -0.18 0.42 -0.08
C -0.6973 -0.3433 0.2238 -0.10 0.02 0.00
C -1.3130 -0.9621 -1.0303 -0.18 -0.11 0.26
O -0.5817 -0.6138 -2.1792 0.24 -0.16 -0.04
H 1.9979 1.3152 1.0328 0.12 -0.27 0.13
H 1.2234 0.2508 2.2070 -0.07 -0.17 -0.18
H 2.5315 -0.3607 1.1347 -0.20 -0.16 0.10
H -0.3462 1.6848 0.9621 -0.01 0.05 -0.19
H -0.3750 1.5595 -0.8886 -0.33 0.09 0.06
H -1.1231 -0.6662 1.1769 0.27 0.08 -0.12
H -2.3134 -0.5227 -1.1445 0.13 -0.17 0.05
H -1.4381 -2.0522 -0.9507 0.16 0.11 0.09
H 0.3510 -0.6628 -1.9116 -0.09 0.11 -0.09
```
Positions in Å, forces in eV/Å.

Properties
gap between HOMO and LUMO: 10.455 eV
ΔE to the lowest compared entry with this formula, charge and spin: 58.9 kcal/mol
SMILES: CN1C[C@H]1CO
electronic energy: -7829.7676 eV

Entry 3:
An isolated ion of composition C2H6N3O and charge +1. Source: the Open Molecules 2025 dataset; level of theory: the ωB97M-V functional and the def2-TZVPD basis.

```
12
Properties=species:S:1:pos:R:3:forces:R:3
C 1.5061 -0.2709 0.0340 3.05 0.02 -0.63
C -0.8227 -0.2182 -0.1203 0.57 -5.30 0.78
N 1.0767 -0.1436 1.2514 -1.39 -0.08 -0.36
N 0.5334 -0.3882 -0.8306 -3.26 0.60 0.82
N -1.5573 0.8125 -0.5189 -0.52 1.36 -0.85
O -0.3177 -0.1981 1.2615 0.36 0.24 0.94
H 2.6255 -0.2690 -0.2448 -2.06 -0.04 0.57
H -1.4446 -1.2637 -0.1250 1.46 2.44 -0.12
H 1.4577 -0.2430 2.1835 0.50 0.10 -0.31
H 0.4356 -0.3258 -1.8234 1.12 -0.11 -0.56
H -2.4646 0.9845 -0.0706 0.76 0.03 -0.65
H -1.0282 1.5236 -0.9969 -0.61 0.73 0.37
```
Positions in Å, forces in eV/Å.

Properties
gap between HOMO and LUMO: 10.942 eV
ΔE to the lowest compared entry with this formula, charge and spin: 74.1 kcal/mol
charge: +1
SMILES: N[C@H]1[NH+]=CNO1
electronic energy: -8680.0045 eV

Entry 4:
C32H32FeN8O3 as an isolated structure. Source: the Open Molecules 2025 dataset; level of theory: the ωB97M-V functional and the def2-TZVPD basis.

```
76
Properties=species:S:1:pos:R:3:forces:R:3
Fe -0.6560 0.3995 -0.0298 0.26 -0.22 0.21
C -0.0425 -1.6672 2.1781 0.08 -0.04 0.02
N -1.2644 -1.1137 1.5417 -0.02 -0.04 0.06
C -2.1287 -0.4178 2.5243 -0.03 0.06 0.04
C -1.6834 0.9947 2.7837 0.03 -0.05 -0.09
C -1.9049 1.6293 3.9937 0.01 -0.07 0.00
C -1.5504 2.9626 4.1298 0.00 0.02 0.01
C -0.9685 3.6163 3.0536 0.02 -0.01 -0.01
C -0.7633 2.9095 1.8849 0.04 -0.05 0.11
N -1.1259 1.6269 1.7434 -0.12 0.27 -0.16
C -2.0119 -2.2297 0.9275 0.00 -0.10 -0.03
C -1.5601 -2.4916 -0.4816 -0.06 0.03 0.12
C -1.8157 -3.7079 -1.0968 0.02 0.02 0.03
C -1.5325 -3.8561 -2.4430 0.01 0.03 -0.02
C -1.0142 -2.7692 -3.1384 -0.02 -0.04 0.02
C -0.7583 -1.6044 -2.4484 0.06 -0.02 -0.02
N -1.0014 -1.4636 -1.1318 -0.01 0.08 -0.20
C 1.0961 -0.6893 2.2210 -0.07 -0.04 0.04
C 2.1288 -0.8128 3.1381 -0.07 0.03 0.00
C 3.1675 0.1002 3.1010 0.01 0.03 -0.02
C 3.1354 1.1199 2.1555 0.00 -0.03 0.03
C 2.0793 1.1660 1.2737 -0.01 -0.01 0.04
N 1.0824 0.2675 1.2943 0.08 0.02 -0.06
H 0.2809 -2.5376 1.6003 -0.02 0.03 -0.05
H -0.2756 -2.0268 3.1838 0.01 -0.03 -0.01
H -2.2031 -0.9871 3.4542 0.06 0.01 0.01
H -3.1314 -0.3714 2.0983 0.01 -0.01 0.02
H -2.3459 1.0837 4.8176 -0.01 0.00 0.00
H -1.7152 3.4805 5.0653 0.00 0.00 0.00
H -0.6638 4.6510 3.1208 0.00 0.00 0.00
H -0.2742 3.3733 1.0389 -0.02 0.03 -0.03
H -3.0738 -1.9809 0.9012 0.02 0.05 -0.04
H -1.9235 -3.1370 1.5313 -0.03 0.02 0.02
H -2.2422 -4.5204 -0.5231 0.00 -0.01 0.00
H -1.7194 -4.7961 -2.9452 0.00 0.00 0.00
H -0.7945 -2.8297 -4.1949 0.00 0.01 -0.01
H -0.3312 -0.7546 -2.9607 0.00 -0.02 0.03
H 2.1075 -1.6058 3.8738 0.01 -0.01 0.00
H 3.9855 0.0292 3.8055 0.00 0.00 0.00
H 3.9176 1.8636 2.1032 0.00 0.01 0.00
H 2.0180 1.9441 0.5234 0.01 -0.01 -0.03
O 6.0358 -3.9147 -0.5244 -0.01 -0.03 -0.04
C 5.9340 -2.8441 -1.3257 0.04 0.00 -0.02
O 6.8065 -2.5369 -2.0770 -0.01 0.03 0.03
C 4.6610 -2.0325 -1.2539 0.00 0.00 -0.03
C 4.7622 -0.6853 -1.5850 -0.02 0.01 -0.02
C 3.6345 0.1127 -1.6147 0.00 -0.05 0.02
C 2.3828 -0.4413 -1.3445 -0.02 -0.01 0.01
C 2.2774 -1.7812 -0.9887 0.03 0.07 -0.01
C 3.4168 -2.5725 -0.9516 0.02 0.01 0.02
N 1.2168 0.3929 -1.4130 -0.06 -0.01 -0.19
C 1.1727 1.2721 -2.3354 -0.03 0.08 0.12
C 0.0889 2.2592 -2.3310 0.05 -0.02 0.02
C -0.0078 3.2356 -3.3037 0.01 -0.04 0.02
C -1.0325 4.1711 -3.2120 -0.02 0.01 0.00
C -1.9142 4.0865 -2.1489 0.02 0.00 -0.01
C -1.7548 3.0681 -1.2211 -0.01 -0.01 0.00
N -0.7714 2.1678 -1.2965 -0.11 0.00 -0.06
H 5.3039 -3.9793 0.0980 -0.01 -0.01 0.04
H 5.7358 -0.2798 -1.8269 0.01 0.00 0.00
H 3.7351 1.1694 -1.8305 0.01 0.01 0.00
H 1.3135 -2.2209 -0.7810 -0.03 -0.02 0.02
H 3.3165 -3.6272 -0.7246 -0.01 0.00 0.00
H 1.9293 1.3317 -3.1155 0.01 0.01 0.00
H 0.7096 3.2672 -4.1129 0.00 -0.01 -0.01
H -1.1340 4.9495 -3.9564 0.00 0.01 0.00
H -2.7198 4.7973 -2.0301 0.00 0.00 0.00
H -2.4341 2.9704 -0.3863 0.00 -0.02 0.01
N -4.9064 0.8642 0.1631 -0.01 0.00 -0.02
C -3.9380 0.3834 -0.6296 0.09 -0.05 -0.10
N -4.2823 -0.2216 -1.7722 -0.05 -0.08 0.00
O -2.7303 0.4916 -0.2950 -0.13 0.13 0.19
H -5.8802 0.8365 -0.0935 0.00 0.00 0.00
H -4.6512 1.4019 0.9733 0.00 0.00 0.00
H -5.2396 -0.3361 -2.0631 0.00 0.02 -0.01
H -3.5599 -0.6028 -2.3580 0.00 0.02 -0.01
```
Positions in Å, forces in eV/Å.

Properties
gap between HOMO and LUMO (spin up / spin down): 7.288 / 6.171 eV
ΔE to the lowest compared entry with this formula, charge and spin: 0.0 kcal/mol
charge: +3
electronic energy: -86133.4845 eV
⟨S²⟩: 8.757
multiplicity: 6

Entry 5:
An isolated ion of composition C11H12O3P and charge -1. Source: the Open Molecules 2025 dataset; level of theory: the ωB97M-V functional and the def2-TZVPD basis.

```
27
Properties=species:S:1:pos:R:3:forces:R:3
C -3.2612 0.7784 2.5659 1.21 0.09 -0.52
C -1.9683 0.9358 3.0007 1.81 0.27 0.36
C -3.5158 0.6167 1.2145 1.72 0.04 0.41
C -0.8756 0.7896 2.0987 -0.99 -1.09 1.07
C -2.4549 0.3703 0.3432 -3.17 1.30 -1.11
C -1.1697 0.3373 0.8078 0.88 0.21 0.45
C 1.1620 0.1946 -0.1228 -2.93 -0.92 0.46
C -0.1694 -0.2001 -0.0666 4.46 0.41 -0.99
C 1.9613 -0.4913 -1.1945 0.74 -2.08 0.09
C 2.0763 0.4131 -2.3488 0.16 -0.22 -4.11
C 3.4126 -0.9518 -0.6450 -2.91 0.44 0.70
O -0.9329 -2.7774 -1.0885 0.36 0.83 0.40
O -1.0964 -0.6776 -2.5190 0.60 0.49 -0.14
O 1.2438 -1.6616 -1.6439 -0.17 0.95 0.69
P -0.3878 -1.4226 -1.4359 -1.41 -1.86 -0.04
H -3.9613 0.7939 3.3331 -1.75 0.25 0.84
H -1.8138 1.1678 4.0855 0.11 -0.29 -1.11
H -4.4781 0.7969 0.8587 -1.56 -0.22 -0.69
H 0.1609 0.7384 2.4613 -0.54 0.24 -0.18
H -2.7411 0.4292 -0.7463 0.95 -0.87 1.15
H 1.6051 0.9944 0.4757 -0.09 -0.11 -0.17
H 1.1312 0.7119 -2.9117 0.74 -0.60 1.42
H 2.7207 -0.0075 -3.2567 -0.80 0.73 2.18
H 2.4927 1.2581 -1.9014 1.13 2.04 -0.11
H 4.1139 -0.9783 -1.5017 -0.08 -0.19 1.04
H 3.1627 -1.8843 -0.0857 0.68 0.13 -1.04
H 3.5833 -0.2739 0.2234 0.84 0.03 -1.06
```
Positions in Å, forces in eV/Å.

Properties
gap between HOMO and LUMO: 7.950 eV
ΔE to the lowest compared entry with this formula, charge and spin: 0.0 kcal/mol
charge: -1
SMILES: CC1(C)C=C(c2ccccc2)[P@@](=O)([O-])O1
electronic energy: -27035.6085 eV

Entry 6:
One molecule with the formula CH4N2P2. Source: the Open Molecules 2025 dataset; level of theory: the ωB97M-V functional and the def2-TZVPD basis.

```
9
Properties=species:S:1:pos:R:3:forces:R:3
C -0.0488 -0.1936 0.0270 0.17 -1.03 -0.84
N 0.8826 0.3495 -0.8860 -0.15 0.00 -2.92
N -0.9773 0.5299 0.7500 1.07 0.33 4.34
P 1.7098 -0.7238 0.1927 0.29 0.36 1.92
P -1.8152 -0.7642 -0.2169 1.31 -0.29 1.58
H 0.8095 -0.1418 -1.8350 0.19 1.16 1.63
H -0.6982 0.3962 1.8464 -1.71 0.17 -3.30
H 2.2023 0.3121 1.2405 -0.81 -1.14 -1.32
H -2.0647 0.2356 -1.1186 -0.35 0.45 -1.09
```
Positions in Å, forces in eV/Å.

Properties
gap between HOMO and LUMO: 9.521 eV
ΔE to the lowest compared entry with this formula, charge and spin: 53.3 kcal/mol
SMILES: N1PC12NP2
electronic energy: -22656.1996 eV

- Look up the electronic energy of the sixth one.
  -22656.1996 eV